Model i:
{"formula": "C3H6O3", "method": "ωB97M-V/def2-TZVPD", "charge": 0, "lumo_ev": 0.8, "spin_multiplicity": 1, "smiles": "COC(=O)CO", "species": ["C", "O", "C", "O", "C", "O", "H", "H", "H", "H", "H", "H"], "xyz": [[1.964, -0.464, -0.016], [0.744, -0.361, 0.721], [-0.171, 0.461, 0.187], [0.075, 1.491, -0.395], [-1.562, -0.129, 0.282], [-2.413, 0.457, -0.659], [1.740, -0.377, -1.083], [2.690, 0.300, 0.267], [2.349, -1.460, 0.203], [-1.453, -1.199, 0.071], [-1.939, -0.033, 1.311], [-2.023, 1.315, -0.887]]}

Model ii:
{"formula": "C3H6O3", "method": "ωB97M-V/def2-TZVPD", "charge": 0, "lumo_ev": [-1.8, -0.1], "spin_multiplicity": 1, "species": ["C", "C", "C", "O", "O", "O", "H", "H", "H", "H", "H", "H"], "xyz": [[-0.439, -0.851, 0.669], [0.327, 0.525, 0.364], [1.387, 0.645, -0.479], [-1.747, -0.558, 0.469], [-1.202, 0.824, -0.647], [0.038, -1.920, -0.109], [-1.674, 1.677, -0.539], [-0.313, -1.810, -1.003], [-0.252, -1.122, 1.714], [0.198, 1.246, 1.162], [2.141, 1.403, -0.316], [1.538, -0.059, -1.285]]}

Each structure's energy above the most stable one, in kcal/mol: model i 0.0; model ii 131.4.